{"formula": "C76H208Cl8N30O14P10", "method": "wB97M-V/def2-TZVPD", "symbols": ["Cl", "Cl", "Cl", "Cl", "Cl", "Cl", "Cl", "Cl", "P", "P", "P", "P", "P", "P", "P", "P", "P", "P", "O", "O", "O", "O", "O", "O", "O", "O", "O", "O", "O", "O", "O", "O", "N", "N", "N", "N", "N", "N", "N", "N", "N", "N", "N", "N", "N", "N", "N", "N", "N", "N", "N", "N", "N", "N", "N", "N", "N", "N", "N", "N", "N", "N", "C", "C", "C", "C", "C", "C", "C", "C", "C", "C", "C", "C", "C", "C", "C", "C", "C", "C", "C", "C", "C", "C", "C", "C", "C", "C", "C", "C", "C", "C", "C", "C", "C", "C", "C", "C", "C", "C", "C", "C", "C", "C", "C", "C", "C", "C", "C", "C", "C", "C", "C", "C", "C", "C", "C", "C", "C", "C", "C", "C", "C", "C", "C", "C", "C", "C", "C", "C", "C", "C", "C", "C", "C", "C", "C", "C", "H", "H", "H", "H", "H", "H", "H", "H", "H", "H", "H", "H", "H", "H", "H", "H", "H", "H", "H", "H", "H", "H", "H", "H", "H", "H", "H", "H", "H", "H", "H", "H", "H", "H", "H", "H", "H", "H", "H", "H", "H", "H", "H", "H", "H", "H", "H", "H", "H", "H", "H", "H", "H", "H", "H", "H", "H", "H", "H", "H", "H", "H", "H", "H", "H", "H", "H", "H", "H", "H", "H", "H", "H", "H", "H", "H", "H", "H", "H", "H", "H", "H", "H", "H", "H", "H", "H", "H", "H", "H", "H", "H", "H", "H", "H", "H", "H", "H", "H", "H", "H", "H", "H", "H", "H", "H", "H", "H", "H", "H", "H", "H", "H", "H", "H", "H", "H", "H", "H", "H", "H", "H", "H", "H", "H", "H", "H", "H", "H", "H", "H", "H", "H", "H", "H", "H", "H", "H", "H", "H", "H", "H", "H", "H", "H", "H", "H", "H", "H", "H", "H", "H", "H", "H", "H", "H", "H", "H", "H", "H", "H", "H", "H", "H", "H", "H", "H", "H", "H", "H", "H", "H", "H", "H", "H", "H", "H", "H", "H", "H", "H", "H", "H", "H", "H", "H", "H", "H", "H", "H", "H", "H", "H", "H", "H", "H", "H", "H", "H", "H", "H", "H", "H", "H", "H", "H", "H", "H"], "xyz": [[-6.05043, -1.14291, -2.02745], [-3.74479, 0.48452, 2.11935], [-7.36293, -0.40321, 1.57313], [-4.99224, 4.45265, 0.08545], [-3.79040, 7.10794, 2.35342], [-4.35697, -4.19210, 2.79574], [-4.03365, -3.52537, -1.24529], [-1.31291, -4.11668, 4.18752], [6.39632, 0.43074, 1.70338], [-4.26721, 2.20544, -5.66167], [-6.71225, 2.32349, 6.76795], [2.55196, 1.97674, -7.83254], [4.80100, -5.41786, 6.38855], [0.16014, 5.73747, 3.30319], [3.17568, -4.47175, -2.84135], [-0.58085, 0.35574, -0.44469], [1.84326, 7.08334, -3.07729], [-2.34296, -9.34034, 0.49182], [-0.05483, 5.72664, 1.80829], [-1.03822, 0.17518, 5.48335], [3.20176, 3.29587, -7.51225], [-0.65604, 0.86492, 7.61339], [-8.08262, 2.42029, 6.15128], [-0.33882, -2.11618, -6.17467], [7.63561, -0.22176, 2.23716], [0.57342, -3.19452, -7.91467], [2.79736, -3.23998, -2.08590], [-3.05385, 1.36271, -5.48487], [1.50164, 8.28725, -3.86276], [6.11559, -4.77938, 6.64901], [-1.97897, -0.22058, -0.59733], [-3.42424, -10.36821, 0.43741], [-0.47688, 2.01906, -0.01550], [3.50760, -4.76613, 7.27339], [4.26230, -5.10108, 4.79019], [4.66549, -7.16633, 6.63235], [-2.47472, -8.20379, 1.79648], [0.83083, 1.97542, -7.54701], [-6.71416, 1.55163, 8.31750], [5.30285, 0.94479, 2.86648], [-0.73001, -9.89103, 0.65747], [0.45346, -0.35421, 0.65552], [1.94166, -5.16059, -3.80234], [0.28510, 0.30188, -1.91684], [2.69429, 5.85086, -3.97993], [3.78125, -5.74208, -1.82481], [-5.96820, 3.82818, 6.91857], [5.53177, -0.59569, 0.72034], [-4.33523, 3.42661, -4.45672], [1.71290, 5.33234, 3.88647], [0.43100, 6.43887, -2.27596], [-5.63917, 1.37517, 5.77156], [2.82462, 7.39674, -1.74724], [3.10937, 0.68823, -6.84783], [2.66762, 1.30063, -9.43849], [-0.91124, 4.60070, 4.15097], [4.47335, -4.23072, -3.96316], [-5.74158, 1.34579, -5.45582], [-4.38028, 3.00674, -7.17125], [-0.24988, 7.30003, 4.03316], [-2.26518, -8.34090, -0.93096], [6.67249, 1.82999, 0.77663], [2.95384, 6.23546, -0.79429], [-1.91807, -6.86113, 1.77056], [3.92787, 8.36032, -1.68993], [5.03008, -5.28804, -4.76283], [5.36407, -8.11854, 5.75122], [-1.74546, 2.77279, -0.26503], [-0.42421, 0.37741, -3.16108], [-0.41851, -2.92331, -7.28573], [1.69817, 0.48827, -1.97285], [-0.35367, 5.50959, -3.02429], [3.90807, 1.45763, 2.59666], [-6.25869, 0.79327, 0.79584], [0.22416, 2.74248, -6.39739], [1.23880, -0.50021, 8.08897], [0.40950, 0.10578, 2.08756], [2.77320, 4.47924, -3.53717], [0.87173, -4.34796, -4.35274], [-3.40728, -7.48625, -1.31147], [-3.37665, 4.53065, -4.57397], [-0.39081, 7.37082, -1.49656], [8.00097, 2.23290, 0.47735], [-6.11640, 4.82937, 5.88050], [0.75347, 2.81761, 0.02100], [-4.79009, 0.36822, 0.64037], [-0.60869, 8.41940, 3.13112], [-0.89682, 3.19814, 3.71191], [-1.54659, -8.78938, -2.15452], [0.99669, -0.51590, 6.60317], [-4.73751, 3.96512, 7.69904], [-6.76628, 0.11194, 8.43876], [3.58620, 6.20204, -5.03946], [5.79982, 1.35543, 4.13539], [-4.08660, 5.93454, -0.21440], [-0.48381, -11.09957, 1.55569], [3.98546, 0.75397, -9.83658], [2.41711, -0.58007, -6.75585], [-2.31787, -2.70924, 3.87554], [5.00240, -1.83195, 1.31193], [-0.35795, 0.16066, 6.50640], [-3.10365, 6.34286, 0.93511], [0.84951, -1.74336, 0.52481], [2.81941, -6.69085, -1.16054], [-5.39014, 4.04254, -7.31571], [-5.87533, 1.25013, 4.34885], [-2.25137, 4.92553, 4.66837], [1.82435, 4.95978, 5.33591], [4.93454, -0.25292, -0.56695], [2.10924, -5.11834, 6.98741], [-2.48659, -2.80174, -6.25237], [5.72238, 2.89480, 0.35483], [-2.81569, -8.75984, 3.11000], [-4.19624, 1.07927, 6.19069], [-7.01298, 1.94653, -5.20398], [-3.77356, -2.64401, -2.76684], [0.37400, 0.70630, 8.60621], [-0.11479, 1.10988, -8.24134], [1.92098, 1.95505, -10.49015], [4.24316, 0.90222, -5.92493], [-3.72205, 2.49826, -8.36500], [2.03810, -6.46609, -4.43659], [5.04032, -5.46948, -1.18085], [-0.05608, 7.62266, 5.44697], [2.88013, 5.89817, 3.33028], [-7.33018, 2.24610, 9.44824], [4.43519, -3.73002, 4.23494], [-4.41997, -1.20784, -2.82099], [3.60989, -3.44629, 7.85835], [-5.94977, -0.01042, -5.99460], [-1.57760, -1.78702, -5.56320], [-4.62854, 3.09760, -3.08838], [4.60553, -2.92131, -4.57660], [3.24309, -5.82027, 4.09421], [0.39519, -8.99234, 0.42718], [-1.83699, -3.19278, -7.56513], [4.47864, -7.66764, 7.93408], [-3.17224, -2.92312, 2.57096], [5.53601, 0.46949, -1.11874], [-0.18072, 6.69221, 6.00090], [-3.81252, 1.41208, -8.35357], [-3.08348, -6.45892, -1.47838], [1.59655, -4.55543, 6.20742], [-1.53180, 3.75331, 0.16044], [-1.92211, -9.17203, 3.57874], [-2.23314, -2.60491, -8.39313], [1.91596, 1.24419, -2.72735], [5.47165, -6.08231, -4.16096], [2.15174, -0.45052, -2.29073], [0.33228, 0.36104, -8.89517], [1.84924, 3.04148, -10.43904], [-7.84565, 1.24462, -5.15868], [0.59151, -8.43484, 1.34302], [-4.80879, 3.41221, 8.63569], [5.16695, -9.15525, 6.02414], [0.68793, 3.56825, 0.80861], [3.57740, 9.38063, -1.84569], [0.12418, -4.16741, -3.58029], [-6.67671, 1.17472, -0.13574], [-3.50438, 5.26784, -3.78129], [4.99025, -4.62421, -0.49447], [8.15330, 3.20156, 0.95337], [2.32872, -7.39766, -1.82967], [3.56020, -6.11755, 3.09463], [-2.37114, 4.11004, -4.58588], [-4.57684, -0.99841, -3.87912], [-7.03533, 2.54386, -4.29249], [3.35630, -7.24204, -0.38849], [-3.26270, -7.99167, 3.74102], [4.53025, -3.37194, 8.43758], [0.32910, -11.66974, 1.10603], [6.11801, 3.21941, -0.60757], [-1.89299, 2.89996, -1.33748], [-0.88460, 8.02217, -2.21769], [-3.45851, -2.33105, -6.40039], [1.99487, 5.96148, -0.35450], [-1.78901, -8.16674, -3.01572], [2.09096, -6.05083, -0.66271], [3.56924, 0.86719, 1.74539], [-3.57025, -9.52886, 2.94455], [-6.82249, 1.90917, 10.35203], [3.20192, 6.70903, 3.98378], [5.14222, -7.86672, 4.71418], [1.01716, -6.84683, -4.46534], [-1.53101, -1.93333, -4.48407], [5.59889, -2.63287, -4.92033], [-7.21163, 3.32503, 9.34843], [-1.64103, -1.85717, 3.93844], [5.48150, -3.42844, 4.28371], [3.54101, 5.41620, -1.20920], [-0.19447, -10.73483, 2.54127], [8.13081, 2.34216, -0.59936], [-6.36237, 3.68165, -7.65132], [-5.63693, 0.29558, 3.87968], [-0.22334, 0.39074, 9.46162], [2.26122, 4.15138, -2.63247], [-2.68864, 2.84380, -8.39257], [0.10269, 2.90008, 3.39529], [0.31434, -8.22570, -0.34342], [-4.48697, 4.99093, 7.96928], [5.86460, -4.77535, -5.24118], [-1.06630, 6.70470, -0.95981], [-0.53324, 2.11949, -5.92166], [0.45390, -4.85721, -5.22117], [6.49637, 0.65785, 4.60048], [4.69876, 8.17612, -2.43820], [-4.32493, 0.77897, -0.25575], [6.23182, 2.35127, 4.03660], [0.28006, 7.85141, -0.78448], [0.95380, 8.00723, 5.58968], [5.59479, 3.61911, 1.15932], [2.75658, -7.13216, -3.95885], [-4.22592, 2.89316, -9.24720], [4.38890, -5.68335, -5.55069], [-2.35792, -6.20919, 2.52529], [-0.47011, -8.96044, -2.14958], [-6.35476, 1.64875, 1.46445], [-4.84582, -0.71445, 0.52712], [-7.14840, 5.02933, 5.59226], [0.95762, -0.55485, 2.75929], [3.90192, 0.06240, -0.41741], [-3.03475, 4.82213, 3.91757], [3.04773, -6.79344, 4.54464], [3.98978, 2.51015, 2.32531], [1.76035, 0.08594, 6.11051], [2.07537, -6.16807, 6.69582], [5.35699, -6.40450, -0.71873], [-3.74308, -1.99575, 2.52369], [-6.62717, -0.50878, -5.30115], [6.44334, -8.05655, 5.89062], [3.73226, 1.29269, -5.04481], [4.13341, 7.10884, -4.78181], [-0.86056, 6.04243, -3.82881], [5.37859, -2.07257, 2.30625], [-2.03750, -6.40095, 0.78972], [-2.48257, 5.51555, 1.27849], [-1.12067, 4.98607, -2.45355], [-6.95983, 1.23251, 4.24103], [2.56641, 3.84478, -4.39903], [4.00333, -8.64342, 8.03418], [-2.69196, -2.50898, -2.76863], [1.21324, -1.99865, -0.47049], [-0.54951, 8.20829, 2.06339], [4.75270, 2.44689, 0.13759], [-2.62409, 2.37884, 0.24577], [1.54596, -4.96395, 7.90772], [4.95504, 1.61507, -6.34104], [3.92021, -1.82265, 1.18201], [-1.90968, -9.73523, -2.55657], [-4.10809, -3.29075, -3.57798], [3.96472, 0.01559, -10.63811], [-4.86462, 6.68842, -0.33468], [-0.76979, 1.76135, -8.81985], [3.60569, -2.60280, 7.16800], [-1.31888, -0.24411, -3.19816], [-0.65933, 0.22360, 2.26596], [-2.49374, 4.28776, 5.51843], [-4.03596, 0.05129, 5.86563], [-0.76140, 1.39687, -3.34849], [4.37906, 0.11105, -9.04930], [0.93696, 1.63892, 8.64359], [-3.81767, -0.51763, -2.23028], [-3.70491, 2.93593, -2.53262], [-8.39087, 1.99609, 9.47098], [0.88855, 1.08392, 2.04433], [1.63241, 2.19419, 0.18505], [2.28891, -0.31189, 8.31238], [-5.54186, 4.44543, 5.03753], [-4.16214, -7.46962, -0.52532], [0.90846, -1.41903, 8.57348], [-2.05916, -4.23617, -7.78892], [3.71813, 5.20164, 3.30355], [0.22348, 4.75952, -3.56502], [2.31573, -5.24856, 4.05885], [2.82976, -3.25980, 8.59640], [1.25707, -3.38938, -4.70021], [-5.38639, 2.04802, 3.78990], [0.00430, 9.29657, 3.33828], [4.86157, -1.16456, -1.15999], [-3.92346, 3.69612, 7.02593], [4.00340, -3.47796, 3.26637], [-3.04179, -2.58192, 4.68043], [0.27723, 0.06440, -3.93445], [4.72080, 1.50905, -10.11444], [-0.79387, 0.59993, -7.55804], [-5.61469, 4.56605, -6.38640], [-1.64501, 8.67222, 3.35522], [2.30893, -1.13033, -7.69052], [0.76055, 3.30694, -0.95296], [4.78712, -0.01151, -5.68551], [2.89845, 6.51038, -5.82687], [-2.57162, -2.96511, 1.66234], [5.42451, -7.80011, 8.45932], [-2.36274, 5.93377, 5.06732], [5.33318, -2.64503, 0.66574], [1.43935, -0.37495, -6.31995], [-2.34955, 7.02041, 0.53466], [2.45857, 4.07853, 5.43215], [-1.91678, -0.76733, -5.74561], [0.89050, -1.52766, 6.21179], [-4.19180, 1.03278, 7.27968], [-5.12595, 4.78198, -8.07172], [-1.65778, 3.07107, 2.94191], [2.93916, -1.22509, -6.04909], [-3.54562, 5.12109, -5.47449], [2.28408, 1.55894, -11.43849], [4.16769, 5.30845, -5.26627], [-7.55751, -0.23757, 7.77550], [-0.77939, 8.38275, 5.74224], [2.24920, 5.75378, 5.95005], [-3.49397, 5.74724, -1.10983], [2.64087, 6.20392, 2.31178], [3.80853, 4.25664, -3.27899], [-1.26602, -11.85149, 1.65976], [-0.84622, -6.76564, 1.94415], [0.84544, 1.78071, -10.52045], [0.85370, 4.75046, 5.78547], [4.24001, -2.09428, -3.96789], [3.85590, -3.00026, -5.36394], [-5.38640, 3.77266, -2.69085], [3.50625, 6.62232, 0.06203], [-5.81302, -0.34041, 8.16529], [-3.46758, 1.76524, 5.75872], [8.78315, 1.53146, 0.76765], [-2.65487, -3.61584, -5.54737], [-3.96525, -7.82437, -2.18464], [-1.19833, 2.50000, 4.49280], [1.01688, 2.93720, -5.67504], [4.35475, 8.35720, -0.68701], [3.22325, 1.40727, 3.44317], [-7.03561, -0.24269, 9.43364], [1.25440, -9.62425, 0.20234], [-0.05856, -2.32602, 0.67978], [-7.22100, 2.66709, -5.99495], [-6.51018, 0.08400, -6.92472], [3.84014, -7.07070, 8.58530], [-5.60837, 5.76663, 6.10756], [2.22138, -6.28366, -5.49547], [1.61418, -2.13425, 1.19606], [-0.23223, 3.66448, -6.75754], [-5.11235, -0.70436, -6.06711], [5.73763, -5.11071, -1.93789], [3.88976, -3.02387, 4.86100], [4.92540, 1.56244, 4.75236], [-5.15494, 2.14651, -3.00819], [2.15881, 0.69394, -1.00662]], "forces_ev_per_angstrom": [[0.2, -0.1, -0.6], [-0.1, 0.7, -0.8], [0.5, 0.0, -0.6], [-0.2, -0.6, 0.5], [-0.7, 0.1, 0.2], [0.0, -0.5, -0.2], [-0.2, 0.0, 0.2], [0.5, -0.7, 0.4], [0.1, 0.3, -0.7], [-0.9, 0.6, 0.6], [-0.5, -1.3, -1.2], [-1.2, -1.2, 0.7], [-0.9, -0.5, -1.0], [-2.3, 0.6, 1.5], [0.8, -1.3, -0.5], [0.6, 0.8, -1.1], [0.1, -0.6, 0.4], [0.5, 1.5, -0.4], [1.0, 0.3, 1.8], [0.7, 0.0, 2.1], [-0.7, -1.8, -0.4], [-0.1, -0.3, -0.9], [1.9, 0.1, 0.5], [1.4, 0.2, -0.1], [-1.5, 1.2, -0.2], [-0.7, -0.2, 0.6], [0.1, -0.7, -1.1], [-0.6, -0.2, -0.9], [0.7, -0.3, -0.2], [-1.1, -0.4, 0.1], [1.9, 1.3, 0.1], [1.4, 0.7, 0.7], [-2.2, -2.0, 0.9], [-0.3, 0.0, 0.4], [1.1, -0.1, -0.5], [-0.7, 1.9, -1.9], [-0.8, -0.4, -1.1], [1.3, 0.0, 0.0], [1.2, 1.8, -0.8], [-1.6, -1.0, 0.2], [-2.1, -1.5, -0.8], [1.3, 0.2, 0.8], [1.0, 0.0, 1.7], [-1.6, -1.0, 2.2], [-3.0, 0.7, 3.3], [-1.8, -0.1, -2.1], [-0.8, 0.3, 2.3], [0.2, 0.4, 0.4], [-0.6, -0.1, -1.9], [-2.7, -1.5, 1.5], [2.4, -0.8, -0.4], [0.8, 0.0, 1.8], [-0.6, -0.9, 1.2], [1.4, 1.1, -1.5], [0.1, 0.3, 1.6], [1.1, 1.1, -0.2], [-0.3, 0.4, 2.8], [2.0, -1.1, 0.5], [0.0, 0.3, 2.0], [0.4, -1.8, -2.3], [0.7, -0.5, -0.1], [-0.6, -1.0, 0.3], [0.4, 1.6, 0.1], [0.3, 0.2, -0.4], [-0.6, 0.2, -0.4], [0.8, 0.4, -0.1], [0.6, 1.0, 0.2], [1.7, 0.4, 0.5], [0.0, 0.1, -0.2], [1.6, 1.3, -0.2], [0.5, -0.6, -0.4], [-0.4, 0.0, -1.4], [2.1, -0.5, -0.9], [0.3, 1.4, 1.0], [1.1, -0.9, -1.2], [0.3, 0.8, 1.0], [-0.6, 0.8, -2.1], [1.1, -0.5, -0.2], [0.5, 0.6, 0.4], [-0.2, -0.1, 0.9], [-0.3, -0.2, -0.6], [1.1, -1.0, -0.6], [1.1, 0.2, -0.4], [0.4, -0.6, -0.8], [-1.1, -0.4, -0.5], [-1.1, -1.6, 0.2], [-0.4, -0.2, 0.9], [0.0, 0.4, 0.0], [-0.7, -0.9, -0.4], [-0.8, -0.2, 0.8], [-0.1, 0.0, -0.7], [-0.3, -0.3, -1.0], [-1.2, 1.0, -0.5], [-0.1, 1.2, 0.5], [0.7, 0.7, 1.2], [0.7, 1.3, -1.1], [-0.1, -0.4, 0.5], [-0.4, 0.5, 0.5], [-1.1, -0.1, -0.8], [0.4, 0.1, -1.3], [-0.6, 0.7, -2.8], [0.4, -0.7, -1.3], [-1.0, -0.9, -1.0], [0.7, 1.7, 0.1], [-0.5, 0.2, -0.3], [-1.4, 0.0, 0.3], [0.3, 0.6, 0.0], [-0.1, 0.1, -0.7], [0.1, -0.6, 0.5], [0.7, -0.7, 0.2], [-1.8, 0.6, 1.0], [0.1, -2.2, 0.4], [-0.1, 0.1, -0.9], [-2.6, -0.3, -0.1], [-0.4, 1.9, -0.1], [-0.2, 1.0, 0.4], [-0.3, -1.5, -0.7], [-0.3, 0.6, 0.0], [-0.7, 0.2, -0.6], [-1.1, 0.4, -0.3], [-0.2, 0.1, 0.5], [-0.6, 0.7, -0.4], [0.0, 0.3, -0.3], [0.2, -0.6, -1.2], [0.5, 0.5, -0.3], [0.2, 0.0, -0.7], [0.3, 0.2, 1.6], [-0.1, -1.6, 0.6], [1.0, 0.2, 0.9], [-0.5, 0.2, 0.5], [-0.6, -0.9, -0.9], [-0.7, -1.2, -0.1], [-1.7, 0.1, -0.2], [-0.3, -1.1, 0.0], [0.2, -0.5, 1.1], [-1.4, -0.7, 0.6], [0.0, -0.3, 2.4], [1.0, 2.1, 1.4], [-0.2, 0.1, 0.2], [-0.1, 0.3, 0.4], [0.4, 0.0, -0.4], [0.1, 0.0, -0.1], [0.3, 0.4, -0.3], [-0.3, 0.3, 0.0], [0.0, -0.1, 0.4], [0.4, 0.2, -0.1], [0.4, 0.3, 0.2], [-0.3, -0.2, 0.1], [0.4, -0.2, -0.3], [0.3, 0.2, 0.1], [1.1, 0.3, -0.2], [0.3, -0.2, 0.0], [0.4, 0.1, 0.2], [0.3, -0.3, -0.3], [-0.8, 0.1, -0.2], [0.0, 0.1, 0.0], [-0.2, 0.0, -0.2], [-0.3, 0.1, -0.2], [0.0, -0.7, -0.2], [0.0, -0.4, 0.4], [-0.1, -0.2, 0.6], [0.6, 0.2, 0.0], [0.1, 0.2, -0.2], [0.0, 0.5, -0.4], [0.3, 0.4, 0.1], [0.3, 0.6, 0.3], [0.1, -0.1, 0.2], [0.1, 0.0, -0.1], [0.1, 0.1, 0.0], [0.2, 0.0, -0.2], [0.3, 0.2, 0.1], [-0.2, 0.8, 0.3], [-0.3, 0.0, -0.1], [-0.3, 0.5, 0.5], [-0.2, -0.2, -0.1], [-0.1, -0.4, -0.6], [0.2, 0.8, 0.4], [-0.5, -0.4, 0.2], [-0.5, 0.2, 0.0], [0.1, -0.2, 0.2], [-0.2, 0.1, 0.2], [0.2, 0.6, -0.4], [0.0, -0.4, 0.0], [0.0, -0.7, 0.5], [0.3, -0.1, -0.2], [0.1, -0.5, -0.1], [-0.1, 0.0, 0.0], [-0.3, 0.2, -0.7], [0.0, -0.1, -0.2], [-0.3, -0.2, 0.0], [0.1, -0.2, 0.1], [0.0, 0.3, -0.3], [-0.1, -0.4, -0.2], [0.7, -0.2, 0.7], [0.7, 0.7, 0.6], [-0.7, 0.5, -0.3], [0.1, -0.3, -0.1], [-0.1, 0.1, -0.3], [-0.6, -0.4, -0.1], [-0.7, 0.3, 0.0], [0.2, -0.5, -0.4], [-0.2, 0.4, 0.1], [-0.1, 0.0, 0.0], [-0.1, 0.0, 0.1], [-0.1, 0.1, -0.1], [0.2, -0.2, 0.1], [0.2, 0.3, 0.5], [0.7, 0.2, 0.3], [-0.4, 0.4, -0.1], [0.1, 0.2, 0.4], [0.2, 0.5, -0.4], [-0.1, 0.1, -0.2], [-0.1, -0.1, 0.0], [-0.2, -0.1, 0.0], [-0.4, -0.2, -0.1], [0.1, 0.5, 0.7], [0.3, 0.1, 0.1], [0.3, 0.0, -0.5], [0.1, -0.2, 0.1], [-0.3, -0.1, -0.2], [0.0, 0.4, -0.2], [-0.1, -0.2, -0.2], [-0.2, 0.1, 0.4], [-0.3, 0.2, -0.1], [-0.2, -0.2, -0.5], [-0.2, 0.0, 0.1], [0.4, 0.3, 0.2], [0.0, -0.1, -0.3], [-0.1, -0.1, 0.1], [0.3, 0.3, -0.1], [0.9, 0.2, 0.7], [0.7, -0.3, 0.0], [-0.6, 0.1, -0.3], [-0.2, 0.6, 0.0], [-0.4, 0.0, 0.0], [-0.4, -0.3, 0.0], [0.1, 0.1, 0.4], [-0.1, 0.7, -0.3], [-0.4, -0.4, 0.1], [-0.1, -0.3, -0.9], [-0.1, 0.1, -0.4], [0.0, 0.2, -0.2], [0.2, -0.5, 0.2], [-0.1, 0.1, 0.1], [0.2, -0.3, -0.2], [-0.1, -0.2, 0.0], [-0.2, 0.1, 0.2], [-0.3, 0.0, 0.7], [-0.4, -0.5, 0.4], [0.0, 0.2, 0.1], [-0.8, 0.3, -0.5], [0.4, 0.2, -0.3], [-0.2, -0.1, -0.5], [-0.1, 0.0, -0.4], [0.2, -0.1, 0.2], [0.2, 0.0, 1.1], [0.2, -0.4, -0.1], [0.4, 0.1, -0.3], [0.0, 0.3, -0.4], [0.0, 0.5, 0.5], [-0.2, -0.1, 0.5], [0.2, 0.1, -0.5], [-0.1, 0.6, 0.5], [-0.2, 0.1, 0.3], [-0.1, 0.1, 0.7], [-0.1, 0.1, -0.1], [0.0, -0.3, 0.2], [-0.2, 0.2, -0.8], [0.2, 0.0, 0.3], [0.1, 0.0, 0.0], [0.4, 0.0, -0.2], [0.0, -0.3, -0.1], [0.3, -0.1, 0.3], [-0.2, -0.1, -0.2], [-0.3, -0.3, -0.1], [-0.2, 0.1, 0.0], [-0.1, 0.1, -0.2], [0.2, 0.0, 0.0], [0.1, -0.1, -0.2], [0.5, -0.6, 0.5], [0.2, -1.2, -0.3], [0.1, -0.2, 0.2], [-0.2, 0.0, -0.3], [0.0, 0.2, 0.1], [0.2, -0.2, 0.4], [0.4, -0.1, 0.1], [-0.1, 0.3, -0.2], [0.0, 0.2, -0.1], [0.8, 0.4, -0.1], [-0.2, -0.2, -0.1], [0.7, -0.2, -0.9], [-0.1, -0.6, 0.1], [0.3, 0.1, 0.2], [0.4, 0.2, -0.3], [0.1, -0.3, 0.0], [-0.3, -0.4, -0.2], [-0.4, 0.3, -0.1], [0.1, -0.1, 0.0], [0.5, 0.2, -0.2], [0.3, 0.2, -0.3], [0.4, 0.4, 0.0], [0.5, 0.1, 0.1], [0.2, -0.2, -0.6], [0.0, 0.1, -0.1], [0.1, -0.3, -0.3], [0.1, 0.5, -0.1], [0.2, 0.5, -0.4], [0.1, -0.6, -0.1], [-0.1, -0.1, 0.2], [0.3, 0.3, -0.2], [-0.1, 0.3, -0.1], [0.3, 0.3, 0.0], [0.5, -0.1, 0.0], [-0.6, 0.8, -0.3], [0.4, -0.5, 0.3], [-0.1, -1.0, 0.5], [0.0, -0.2, -0.4], [0.1, -0.3, 0.5], [0.5, 0.8, -1.0], [0.7, 0.5, 0.4], [0.3, 0.0, 0.0], [-0.1, -0.1, -0.1], [0.0, 0.0, 0.1], [-0.3, -0.1, 0.5], [0.1, -0.4, -0.4], [0.3, -0.3, -0.2], [0.1, 0.2, 0.4], [-0.1, 0.3, 0.0], [0.1, -0.2, -0.1], [0.3, -0.5, 0.1], [0.1, 0.5, 0.2], [0.2, 0.1, 0.0], [0.0, -0.7, 0.1], [-0.5, 0.0, -0.1], [0.3, -0.4, -0.4], [0.1, 0.6, -0.3], [-0.2, 0.0, 0.6], [0.7, -0.4, -0.2], [0.0, 0.7, 0.4], [0.0, 0.1, 0.1], [0.5, 0.7, -0.3], [0.3, -0.4, 0.0], [0.0, 0.3, 0.4], [0.1, -0.5, 0.5], [0.1, -0.4, -0.3], [-0.4, 0.3, -0.2]], "orbital_gap_ev": 7.912, "energy_ha": -12811.944869, "charge": 0, "lumo_energy_ev": -0.04, "spin_multiplicity": 1}